{"formula": "C6H16", "method": "ωB97M-V/def2-TZVPD", "species": ["C", "C", "C", "H", "H", "H", "H", "H", "H", "H", "H", "C", "C", "C", "H", "H", "H", "H", "H", "H", "H", "H"], "coordinates": [[-0.52007, 1.35351, -0.69298], [0.45270, 2.28993, 0.05324], [-1.65665, 2.17504, -1.34575], [0.07294, 0.91536, -1.49909], [-0.80909, 0.64482, 0.07307], [1.20488, 2.66631, -0.64881], [-2.31473, 1.55473, -1.94603], [-2.13335, 2.70226, -0.52396], [1.09177, 1.64821, 0.68141], [0.01408, 3.04619, 0.69960], [-1.15106, 2.89970, -1.98940], [0.91042, -2.20924, 1.13907], [-0.64452, -2.19179, 1.22690], [1.36992, -1.72740, -0.23539], [1.28788, -1.59321, 1.95086], [1.25114, -3.22834, 1.26965], [-0.90904, -1.13384, 1.22772], [1.39491, -0.63955, -0.38194], [2.43680, -1.83130, -0.43942], [0.73094, -2.14577, -1.00028], [-1.14748, -2.43531, 0.28409], [-0.93237, -2.76031, 2.09744]], "forces_ev_per_a": [[0.38, 1.51, -0.10], [1.21, -1.19, -0.23], [1.25, -0.51, 0.67], [-0.22, -0.58, 0.28], [-0.61, -0.50, -0.48], [-0.44, 0.72, 0.07], [-0.31, 0.11, 0.13], [-0.61, 0.12, -0.29], [-0.27, 0.19, 0.21], [-0.13, 0.14, -0.25], [-0.32, 0.09, -0.05], [-0.95, -0.02, -0.85], [1.22, 1.14, -0.86], [0.84, 1.26, 0.20], [0.26, -0.03, 0.05], [0.21, -0.24, 0.20], [-0.29, 0.08, 0.99], [-0.99, 0.05, 0.41], [0.03, -1.16, -0.01], [0.20, -0.23, -0.40], [0.25, -1.04, 0.25], [-0.71, 0.08, 0.06]], "smiles": "CCC.CCC", "energy_ev": -6480.8257, "lumo_ha": 0.0399}



{"formula": "C32H51BN2O18", "method": "ωB97M-V/def2-TZVPD", "species": ["C", "C", "O", "B", "O", "O", "C", "O", "N", "C", "C", "C", "C", "O", "N", "C", "O", "H", "H", "H", "H", "H", "H", "H", "H", "H", "H", "H", "H", "H", "H", "H", "O", "C", "O", "C", "C", "C", "H", "H", "H", "H", "H", "H", "O", "C", "O", "C", "C", "C", "H", "H", "H", "H", "H", "H", "O", "C", "O", "C", "C", "C", "H", "H", "H", "H", "H", "H", "O", "C", "O", "C", "C", "C", "H", "H", "H", "H", "H", "H", "O", "C", "O", "C", "C", "C", "H", "H", "H", "H", "H", "H", "O", "C", "O", "C", "C", "C", "H", "H", "H", "H", "H", "H"], "coordinates": [[4.08405, 0.79561, 0.04324], [2.73659, 1.69966, -0.29887], [1.59170, 0.74669, -0.48257], [0.36797, 1.52581, -0.07865], [-0.35950, 1.04158, 1.10970], [0.05773, 2.72076, -0.88398], [-1.41656, 2.93504, -0.99417], [-1.92088, 2.70786, -2.23934], [-2.31263, 3.41998, 0.12266], [-3.68426, 2.78295, 0.10314], [-3.78206, 1.30306, 0.79609], [-4.02027, 0.11971, -0.35798], [-2.96989, -1.13424, -0.21654], [-2.28637, -1.35153, -1.50860], [-2.55098, 4.78528, 0.07447], [-1.44277, 5.50143, -0.29927], [-0.35537, 6.23469, -0.66402], [5.05289, 1.19186, -0.52827], [4.37236, 0.79917, 1.18779], [3.83641, -0.29858, -0.30820], [2.56770, 2.42238, 0.61384], [2.99132, 2.28003, -1.31043], [-0.27500, 1.72553, 1.83945], [-4.18797, 2.71209, -0.95041], [-4.38768, 3.49989, 0.74888], [-2.92969, 1.04342, 1.55372], [-4.79250, 1.30045, 1.43221], [-4.04892, 0.59559, -1.45234], [-5.11031, -0.34379, -0.20934], [-3.60798, -2.12216, -0.01483], [-2.23747, -0.93657, 0.68783], [-1.78240, -0.51207, -1.76190], [1.28756, 3.17107, -7.57551], [0.66941, 3.65767, -6.64315], [-0.09890, 2.94096, -5.77125], [-0.75881, 3.83953, -4.88082], [0.06581, 5.09984, -4.90416], [0.60130, 5.11811, -6.31353], [-1.77918, 4.00361, -5.24288], [-0.80414, 3.40008, -3.88009], [-0.50645, 5.99363, -4.64187], [0.89872, 5.01138, -4.19603], [-0.08937, 5.60874, -7.00494], [1.59035, 5.57957, -6.36094], [2.22924, 0.75580, 3.72470], [2.93336, -0.23122, 3.85951], [3.72625, -0.75121, 2.87710], [4.32036, -1.96074, 3.34597], [4.27976, -1.86731, 4.84881], [3.02250, -1.07271, 5.09649], [3.73744, -2.80638, 2.96614], [5.34449, -2.03860, 2.96954], [4.28461, -2.84341, 5.34111], [5.14812, -1.30231, 5.20899], [2.13988, -1.71557, 5.15583], [3.11029, -0.45127, 5.99064], [-6.90096, 2.84134, 0.28840], [-7.15411, 4.01801, 0.48728], [-6.22542, 5.01874, 0.47055], [-6.85040, 6.24397, 0.84999], [-8.31747, 6.04473, 0.57261], [-8.50477, 4.57068, 0.82851], [-6.64877, 6.42503, 1.91099], [-6.43262, 7.06791, 0.26414], [-8.96172, 6.68061, 1.18559], [-8.52899, 6.26426, -0.48100], [-8.71996, 4.36443, 1.88064], [-9.27850, 4.14680, 0.18425], [6.95735, 0.83710, -0.06216], [7.50362, 1.90730, -0.27294], [8.77987, 2.20829, 0.10755], [9.05071, 3.57467, -0.20138], [8.06588, 3.94122, -1.28059], [6.86881, 3.09089, -0.93799], [8.91404, 4.17176, 0.70635], [10.08540, 3.67783, -0.54107], [7.84622, 5.01151, -1.31747], [8.46018, 3.64274, -2.25959], [6.20651, 3.58912, -0.22458], [6.31935, 2.79219, -1.83369], [-3.50582, -4.13918, 0.79392], [-2.55363, -4.74613, 0.33228], [-2.40901, -6.10296, 0.38019], [-1.13413, -6.45716, -0.15365], [-0.73256, -5.29753, -1.02712], [-1.35940, -4.12093, -0.32279], [-0.43818, -6.61209, 0.67750], [-1.21842, -7.38713, -0.72345], [0.34976, -5.20704, -1.15178], [-1.17957, -5.41045, -2.02233], [-0.70196, -3.71122, 0.44904], [-1.65913, -3.34355, -1.02938], [0.81614, -8.35512, 0.61869], [0.61721, -9.37605, 1.25611], [1.59961, -10.12128, 1.84238], [1.02155, -11.29749, 2.40646], [-0.43408, -10.96740, 2.60914], [-0.71917, -10.01920, 1.47201], [1.16610, -12.12766, 1.70712], [1.52063, -11.53767, 3.34978], [-1.07893, -11.85017, 2.61492], [-0.56656, -10.44527, 3.56457], [-1.01106, -10.55100, 0.56217], [-1.47349, -9.27837, 1.74693]], "forces_ev_per_a": [[-0.06, 0.30, -0.27], [2.11, -0.48, -0.11], [-2.06, 3.74, 1.31], [1.92, -1.71, 0.76], [1.62, 2.48, -1.83], [-4.09, -1.25, 1.89], [-1.66, -1.48, -7.19], [3.17, 1.36, 8.48], [0.55, -2.93, -1.17], [-2.23, -0.76, 1.06], [-1.42, -0.39, -0.27], [-0.62, -0.19, 0.52], [-1.33, 0.19, -0.07], [0.55, 1.73, 0.96], [6.95, 5.57, -2.42], [2.68, 2.03, -0.76], [-8.85, -5.65, 2.88], [-2.71, -0.99, 1.18], [-0.88, -0.07, -2.45], [0.63, 2.14, 0.75], [0.08, -1.19, -1.91], [-1.03, -1.07, 2.24], [-0.38, -1.12, -1.24], [1.28, 0.37, 1.82], [1.98, -1.43, -1.53], [-1.39, 0.61, -1.73], [2.28, 0.24, -1.36], [0.43, -1.12, 2.38], [2.34, 1.18, -0.26], [1.80, 2.25, -0.44], [-1.24, -0.46, -1.93], [-1.13, -1.67, 0.64], [-1.04, 0.32, 1.63], [0.77, -1.02, -1.71], [0.71, 0.08, -0.79], [-0.47, -0.04, 0.76], [0.05, 0.70, 0.52], [0.23, 0.41, 0.36], [0.05, -0.03, 0.00], [-0.02, -0.09, -0.49], [0.04, -0.16, 0.04], [-0.17, 0.02, -0.05], [0.16, -0.04, -0.07], [-0.20, -0.10, -0.38], [1.30, -1.34, -0.26], [-1.35, 1.46, -0.48], [-0.58, 0.64, 0.50], [0.47, -0.59, -0.30], [0.48, -0.43, 0.67], [0.31, -0.08, 0.45], [0.03, 0.08, 0.00], [-0.27, 0.14, -0.15], [0.05, 0.11, -0.13], [-0.11, -0.13, -0.07], [-0.03, 0.18, 0.04], [-0.39, -0.04, -0.20], [0.11, 2.03, 0.18], [0.40, -2.14, -0.11], [-0.20, -0.79, -0.18], [0.21, 0.77, 0.15], [-0.70, 0.60, -0.13], [-0.42, 0.26, -0.24], [0.01, -0.03, -0.08], [0.15, -0.28, 0.11], [0.16, -0.03, -0.09], [0.04, 0.01, 0.18], [-0.01, -0.15, -0.11], [0.17, -0.24, 0.33], [1.97, 1.51, -0.15], [-0.90, -1.88, 0.66], [-0.61, -0.58, -0.10], [0.56, 0.50, 0.11], [0.00, 0.69, -0.64], [-0.01, 0.28, -0.49], [0.01, -0.06, -0.05], [-0.13, -0.20, 0.22], [0.11, -0.14, 0.03], [-0.04, 0.08, 0.16], [-0.08, -0.15, -0.07], [-0.17, -0.05, 0.37], [0.98, -1.53, -0.46], [-1.19, 0.89, 0.89], [-0.81, 0.83, 0.14], [0.57, -0.45, -0.02], [0.57, 0.02, -0.63], [0.09, 0.00, -0.56], [-0.26, 0.07, -0.25], [-0.12, 0.10, 0.33], [-0.15, -0.12, 0.03], [0.10, 0.02, 0.13], [-0.13, 0.12, -0.02], [0.07, 0.09, 0.47], [0.50, -1.92, 1.23], [0.48, 1.54, -1.30], [-0.24, 0.77, -0.39], [0.23, -0.65, 0.35], [-0.65, -0.38, 0.55], [-0.38, -0.02, 0.37], [0.01, 0.07, 0.04], [0.12, 0.13, -0.27], [0.15, 0.09, 0.04], [0.02, -0.13, -0.14], [-0.02, 0.18, -0.01], [0.11, -0.02, -0.42]], "smiles": "CCOB(O)OC(=O)N(CCCCO)N=C=O.O=C1CCCO1.O=C1CCCO1.O=C1CCCO1.O=C1CCCO1.O=C1CCCO1.O=C1CCCO1", "energy_ev": -74517.2820, "lumo_ha": -0.0150}



{"formula": "C3H11N2S", "method": "ωB97M-V/def2-TZVPD", "species": ["C", "C", "C", "N", "N", "S", "H", "H", "H", "H", "H", "H", "H", "H", "H", "H", "H"], "coordinates": [[3.10901, 0.60663, -0.14725], [0.30120, -0.92690, -0.10758], [1.74980, 1.04682, 0.19275], [0.62741, 0.45011, 0.14705], [-1.20094, -0.86075, 0.29157], [-3.92184, 0.45850, -0.09226], [3.30325, -0.28903, 0.24593], [2.98942, 0.35016, -1.14597], [3.82375, 1.28876, 0.14114], [-4.92451, -0.42579, 0.13257], [0.60476, -1.01845, -1.20853], [0.94072, -1.56701, 0.42921], [1.75063, 2.05307, 0.49669], [-1.73373, -1.60317, -0.17060], [-1.35394, -1.17391, 1.22051], [-1.40820, 0.07635, 0.04977], [-4.65678, 1.53463, -0.47502]], "forces_ev_per_a": [[-2.55, 0.71, -0.29], [1.25, 2.88, -1.98], [-0.50, -0.98, 0.23], [0.09, 1.09, 0.95], [2.34, -4.01, -1.92], [-0.51, 0.17, -0.05], [0.98, -3.68, 2.05], [0.74, 0.16, -2.50], [1.60, 1.52, 0.01], [0.11, 0.55, -0.17], [-1.76, -0.76, 1.13], [-0.05, -1.36, 1.13], [-0.74, 1.46, 0.26], [-0.26, 0.67, -0.94], [0.23, 0.83, 1.79], [-1.02, 1.35, 0.12], [0.06, -0.60, 0.19]], "energy_ev": -17096.2267, "lumo_ha": -0.1192, "charge": 1}